{
  "formula": "C10H20BN2O2",
  "method": "the ωB97M-V functional and the def2-TZVPD basis",
  "symbols": ["C", "C", "O", "B", "O", "N", "C", "C", "C", "C", "N", "C", "C", "C", "C", "H", "H", "H", "H", "H", "H", "H", "H", "H", "H", "H", "H", "H", "H", "H", "H", "H", "H", "H", "H"],
  "xyz": [[-2.1907, 1.4669, 1.2814], [-2.8855, 0.1035, 0.9494], [-2.5981, -0.9468, 1.9347], [-1.9137, -2.0091, 1.3644], [-2.5087, -2.7598, 0.3205], [-0.4926, -2.3963, 1.8057], [0.3941, -1.1906, 1.9645], [0.9477, -0.6513, 0.5751], [1.7541, 0.6633, 0.8697], [2.4415, 1.3086, -0.3969], [1.8042, 0.9709, -1.6734], [1.8457, -0.1812, -2.4653], [1.0177, 0.1115, -3.6106], [0.4850, 1.5147, -3.5396], [1.0384, 1.9626, -2.2722], [-1.0968, 1.4082, 1.0320], [-2.3566, 1.8296, 2.3254], [-2.6361, 2.2367, 0.5898], [-2.4836, -0.2319, -0.0475], [-3.9969, 0.2517, 0.9038], [-2.1581, -2.3469, -0.4993], [-0.6038, -2.8308, 2.7407], [-0.0993, -3.1321, 1.2018], [1.2242, -1.4612, 2.6651], [-0.1389, -0.3208, 2.4426], [1.6125, -1.4761, 0.1791], [0.1209, -0.5389, -0.1755], [2.5889, 0.3711, 1.5742], [1.0950, 1.3555, 1.4524], [3.5512, 1.1115, -0.3976], [2.3464, 2.4244, -0.2808], [2.3991, -1.1108, -2.2144], [0.7862, -0.5645, -4.4651], [-0.1505, 2.0674, -4.2577], [0.8569, 2.9910, -1.8764]],
  "spin_multiplicity": 1,
  "smiles": "CCOB(O)[NH2+]CCCCn1cccc1",
  "charge": 1,
  "e_lumo_ev": -3.39,
  "homo_lumo_gap_ev": 7.5,
  "largest_force_ev_per_a": 4.602
}